This record from OMol25 describes 2 unconnected molecules or ions with the total composition C4H13N4OS at a distorted geometry. The level of theory is the ωB97M-V functional and the def2-TZVPD basis.

Element x y z (Å)
C 0.75466 -0.60672 -4.12974
C -0.55150 2.36829 3.45066
C 0.14623 -1.23287 1.46315
C 0.33784 -0.05612 2.36875
N 0.28394 -0.35628 -5.29193
N -1.09786 -0.26841 -0.51266
N -0.10070 -0.90413 -0.01549
N 0.14278 -0.35784 -2.97093
O 0.85708 -1.40333 -0.64979
S -1.21105 0.98536 2.47184
H 1.76668 -0.96485 -4.18505
H 0.54143 2.28364 3.37859
H -0.95327 2.39071 4.51492
H -0.92498 3.23920 3.07379
H -0.60729 -1.92513 1.64814
H 1.02268 -1.83149 1.59940
H 0.57853 -0.27098 3.41892
H 1.17783 0.61697 2.02854
H 0.86792 -0.59556 -6.07283
H -0.70157 0.10254 -5.20228
H -1.80764 0.07524 0.19185
H 0.33705 -0.95652 -2.02864
H -0.82595 -0.10343 -3.03383

Calculated values
multiplicity	3
charge	+1
Kohn-Sham gap (alpha / beta)	8.2 / 5.3	eV
LUMO (alpha / beta)	-2.68 / -6.24	eV

Results of the Löwdin charge analysis, in e, for atoms 1 through 6: -0.222, -0.378, -0.169, -0.442, 0.171, 0.173

---

This record from OMol25 describes a single C20H21N3O2S molecule. The level of theory is the ωB97M-V functional and the def2-TZVPD basis.

Element x y z (Å)
C 2.08506 2.79157 1.79847
N 1.30118 2.28112 0.69174
C 0.02314 2.96085 0.60350
C 2.06957 2.25151 -0.55766
C 1.36002 1.35601 -1.58506
N 0.96045 0.12692 -0.95042
C 1.14813 -1.08431 -1.50822
O 1.66841 -1.25021 -2.59533
C 0.67921 -2.23970 -0.68274
C 1.41120 -3.41930 -0.74544
C 1.00700 -4.53087 -0.02292
C -0.14471 -4.41977 0.73744
N -0.87256 -3.31964 0.78386
C -0.48681 -2.25957 0.09747
S -1.56955 -0.86426 0.16593
C -2.91123 -1.53443 1.13832
C -4.15595 -1.67757 0.55022
C -5.20618 -2.17981 1.29910
C -5.00692 -2.53671 2.62186
C -3.75826 -2.38339 3.20230
C -2.70555 -1.87263 2.46516
C 2.37075 3.60495 -1.12918
C 1.61963 4.49483 -1.84270
C 2.44124 5.62888 -2.05571
C 3.62719 5.34762 -1.45477
O 3.59366 4.12928 -0.89055
H 3.00709 2.21830 1.88411
H 1.51272 2.66729 2.71709
H 2.34260 3.85490 1.69143
H -0.57632 2.52205 -0.18959
H -0.50454 2.81464 1.54540
H 0.12233 4.04048 0.42447
H 3.02898 1.78427 -0.30420
H 2.03366 1.11011 -2.40931
H 0.48479 1.86620 -2.00011
H 0.63501 0.23410 -0.00050
H 2.29199 -3.44118 -1.37023
H 1.56539 -5.45238 -0.05379
H -0.51990 -5.24130 1.33326
H -4.29654 -1.40052 -0.48359
H -6.17925 -2.29629 0.84553
H -5.82636 -2.93402 3.20241
H -3.60390 -2.65810 4.23521
H -1.73075 -1.74642 2.90944
H 0.61328 4.36527 -2.18405
H 2.17936 6.52334 -2.58249
H 4.53663 5.90701 -1.36145

Calculated values
Kohn-Sham gap	9.2	eV
ΔE to the lowest compared entry with this formula, charge and spin	259.7	kJ/mol
LUMO	0.71	eV
SMILES string	CN(C)[C@@H](CNC(=O)c1cccnc1Sc1ccccc1)c1ccco1

Results of the Löwdin charge analysis, in e, for atoms 1 through 6: -0.083, -0.236, -0.086, -0.241, -0.112, 0.049

---

This record from OMol25 describes a single C6H6O2S2 molecule at a distorted geometry. The level of theory is the ωB97M-V functional and the def2-TZVPD basis.

Element x y z (Å)
C 2.68122 -2.22249 -0.00738
S 2.69260 -0.58714 0.82488
O 1.19679 -0.02643 0.22170
C 0.02026 0.05724 0.99157
O -0.14547 -0.39871 2.07958
C -1.04957 0.79647 0.25950
C -0.90245 1.40222 -1.00253
C -2.08888 2.00383 -1.35036
S -3.37564 1.54567 -0.34443
C -2.35419 0.65799 0.67293
H 3.66394 -2.49848 -0.40135
H 1.89617 -2.22457 -0.86637
H 2.60336 -3.08525 0.77365
H -0.00913 1.57687 -1.50035
H -2.22440 2.70034 -2.02692
H -2.60461 0.30243 1.67588

Calculated values
Kohn-Sham gap	9.5	eV
ΔE to the lowest compared entry with this formula, charge and spin	18.7	kJ/mol
LUMO	0.47	eV
SMILES string	CSOC(=O)c1ccsc1

Results of the Löwdin charge analysis, in e, for atoms 1 through 6: -0.394, 0.893, -0.438, -0.475, 0.114, -0.261

---

This record from OMol25 describes a molecular structure, C53H144N13O16Ti at a distorted geometry. The level of theory is the ωB97M-V functional and the def2-TZVPD basis.

Element x y z (Å)
Ti -2.23740 -0.18210 0.15812
O 1.92188 -0.53958 -0.00694
C 0.60744 -0.50198 -0.06286
O 0.02219 0.59007 -0.24927
O 0.03586 -1.55837 0.22631
H 1.82630 -1.49178 0.06910
C 4.10798 1.24455 -1.89462
C 3.03444 1.50130 -2.98620
C 2.47139 0.24776 -3.77566
O 3.48877 -0.44273 -4.55736
C 2.86351 -1.17457 -5.62356
N 1.93124 2.16743 -2.26147
H 4.54859 2.10227 -1.38640
H 4.86898 0.63671 -2.38402
H 3.77377 0.52606 -1.14618
H 3.47640 2.19738 -3.69911
H 1.67480 0.60269 -4.42954
H 2.03491 -0.44241 -3.05367
H 2.25483 -1.89846 -5.08172
H 3.66306 -1.70504 -6.14068
H 2.39085 -0.56699 -6.39527
H 1.14038 2.31275 -2.87263
H 1.60382 1.55757 -1.52596
C -0.54385 -1.73992 -3.19743
C -2.05396 -1.86748 -3.25663
C -2.50167 -3.15341 -4.09038
O -3.87825 -3.21011 -4.21940
C -4.38457 -4.27787 -4.95238
N -2.48597 -1.82900 -1.84501
H -0.38661 -0.81793 -2.63770
H -0.11361 -1.87002 -4.19044
H -0.12971 -2.57997 -2.63985
H -2.46801 -1.03308 -3.82272
H -2.15835 -4.09395 -3.65957
H -2.08702 -3.07165 -5.09511
H -4.10866 -4.31533 -6.00622
H -5.47087 -4.18944 -4.93683
H -4.12360 -5.20011 -4.43328
H -1.94941 -2.49250 -1.30466
H -3.43506 -2.17064 -1.89611
C 4.33159 -2.64832 -1.20686
C 4.57940 -4.11020 -1.56437
C 3.69298 -4.62136 -2.72119
O 2.39629 -4.92365 -2.33995
C 1.56161 -5.11498 -3.49749
N 6.00113 -4.18012 -1.80613
H 3.28586 -2.40013 -1.02534
H 4.56118 -2.04458 -2.08486
H 4.87541 -2.28369 -0.33543
H 4.34976 -4.53399 -0.58673
H 4.05541 -5.52877 -3.20425
H 3.62914 -3.86740 -3.50578
H 0.58970 -5.35242 -3.06490
H 1.92629 -5.88731 -4.17470
H 1.25130 -4.21799 -4.03342
H 6.18062 -3.61389 -2.62299
H 6.59939 -3.76685 -1.10514
C -1.47151 -5.49989 -1.20195
C -1.35314 -5.22262 0.24032
C 0.18121 -5.34412 0.56141
O 0.44844 -5.27029 1.96580
C 0.22736 -6.50163 2.72136
N -1.67148 -3.85297 0.67578
H -1.01068 -6.43948 -1.50676
H -0.96139 -4.70135 -1.74066
H -2.52980 -5.51913 -1.46224
H -1.95430 -5.92231 0.82096
H 0.71995 -4.49671 0.13743
H 0.65862 -6.23549 0.15441
H 0.45248 -7.44478 2.22348
H -0.81174 -6.54197 3.04807
H 0.72458 -6.31658 3.67353
H -0.97476 -3.16475 0.42874
H -1.59314 -4.04223 1.66479
C -6.11796 -6.40983 4.83244
C -4.87381 -6.07656 4.11462
C -3.73060 -5.40989 4.97921
O -2.52403 -5.16841 4.26349
C -1.54219 -4.49858 5.05199
N -4.35549 -7.24160 3.47827
H -6.53929 -5.49794 5.25556
H -5.93735 -7.12297 5.63675
H -6.82334 -6.95087 4.20172
H -5.16883 -5.37743 3.33213
H -3.55781 -6.15582 5.75499
H -4.06596 -4.44854 5.36835
H -1.04034 -4.97569 5.89378
H -1.98744 -3.60763 5.49478
H -0.74061 -4.22517 4.36583
H -4.09401 -7.88542 4.21123
H -3.45302 -6.86959 3.21891
C -0.23923 8.44728 -2.36376
C -0.75938 7.06899 -2.23700
C -0.83194 6.31313 -3.62800
O -1.77606 6.99891 -4.48092
C -2.28586 6.13617 -5.47352
N 0.08599 6.38276 -1.31924
H -0.27054 8.95432 -1.39938
H -0.86696 9.11471 -2.95416
H 0.67300 8.43615 -2.96028
H -1.75005 7.09081 -1.78292
H -1.12235 5.29502 -3.36878
H 0.18918 6.27794 -4.00771
H -2.99230 5.41313 -5.06578
H -1.59453 5.52293 -6.05153
H -2.69784 6.80328 -6.23071
H 0.15637 6.91664 -0.46477
H -0.20094 5.50668 -0.90663
C -5.56579 -2.65415 2.25813
C -4.72026 -1.45675 1.95267
C -3.56927 -1.27003 2.98730
O -2.63735 -0.35360 2.50278
C -1.34898 -0.49427 3.00760
N -4.15643 -1.76226 0.59509
H -6.03049 -2.72546 3.24153
H -5.05397 -3.60897 2.13793
H -6.30648 -2.68392 1.45901
H -5.38776 -0.59622 1.90763
H -3.06424 -2.17945 3.31287
H -4.01991 -0.84968 3.88637
H -0.67702 0.14630 2.43643
H -0.95790 -1.49794 2.84092
H -1.23234 -0.28174 4.07029
H -3.45383 -2.48680 0.63392
H -4.84391 -2.05724 -0.08347
C -4.96537 2.35852 0.11290
C -3.60059 3.09154 0.11512
C -3.73277 4.51223 0.76789
O -4.80160 5.30248 0.17269
C -4.32230 5.89959 -1.01715
N -2.64190 2.18970 0.74628
H -5.63140 2.72362 -0.66890
H -5.58296 2.46404 1.00483
H -4.74662 1.29962 -0.02487
H -3.42633 3.26642 -0.94655
H -2.77985 5.03127 0.87108
H -4.07071 4.33714 1.78929
H -5.25561 6.21167 -1.48579
H -3.79900 5.25339 -1.72191
H -3.71873 6.77979 -0.79567
H -2.69687 2.07617 1.74838
H -1.69539 2.53822 0.79879
C 0.17964 3.52736 2.58372
C 1.18051 3.76986 1.45561
C 2.35364 2.75764 1.39208
O 3.26891 3.02611 2.41585
C 4.27550 2.06894 2.56975
N 0.36514 3.74363 0.23433
H -0.36336 4.45620 2.75839
H 0.69932 3.39170 3.53221
H -0.45106 2.64060 2.52072
H 1.55681 4.79232 1.48851
H 2.77426 2.68390 0.38921
H 1.95469 1.75381 1.53793
H 3.93574 1.04625 2.40614
H 4.82278 2.18962 3.50464
H 5.02402 2.09877 1.77795
H 1.01336 3.98400 -0.50196
H 0.19532 2.78158 -0.02202
C 1.70843 0.97804 4.93480
C 1.12203 0.32965 6.24955
C 2.10699 0.12728 7.36866
O 1.52380 -0.60448 8.48741
C 2.47984 -0.74069 9.55263
N -0.05870 1.15591 6.63871
H 2.24581 0.27213 4.30155
H 2.29385 1.89430 5.01117
H 0.83844 1.15497 4.30241
H 0.66262 -0.62065 5.97752
H 2.40023 1.09191 7.78291
H 3.05862 -0.28133 7.02877
H 3.41303 -1.12111 9.13725
H 2.15518 -1.56268 10.19061
H 2.62789 0.16226 10.14496
H 0.31470 2.03750 6.96039
H -0.44975 0.73238 7.46804
C 3.79124 5.48875 -3.84716
C 3.95829 5.90402 -2.39604
C 3.80366 7.43880 -2.14095
O 4.49363 8.12975 -3.16581
C 4.10296 9.51784 -3.27431
N 3.00178 5.21334 -1.52170
H 3.59625 4.42573 -3.98879
H 4.68454 5.87788 -4.33571
H 2.88067 6.00139 -4.15727
H 4.99042 5.65809 -2.14641
H 4.26438 7.68116 -1.18330
H 2.76837 7.77793 -2.17654
H 4.17784 9.94847 -2.27578
H 3.11365 9.57768 -3.72793
H 4.82227 10.11557 -3.83414
H 2.13223 5.72484 -1.57001
H 2.78998 4.27511 -1.82987
C 1.98047 -2.32162 3.07403
C 3.05789 -3.43163 3.21867
C 2.68817 -4.10370 4.55154
O 2.82191 -3.31223 5.74515
C 2.26138 -3.86352 6.93385
N 2.99213 -4.37123 2.10103
H 1.01884 -2.81660 2.93857
H 2.02406 -1.70255 2.17796
H 1.84978 -1.70075 3.96034
H 4.00685 -2.92269 3.38766
H 3.36870 -4.95274 4.61556
H 1.63928 -4.36709 4.41529
H 2.60656 -3.36162 7.83775
H 2.43734 -4.93562 7.02185
H 1.21461 -3.65907 6.70892
H 2.05131 -4.73661 2.06298
H 3.20395 -3.96768 1.19971
C 0.65199 2.19157 -6.68680
C -0.65958 1.46597 -6.42931
C -1.42064 1.98666 -5.21419
O -0.64949 2.03943 -4.03744
C -1.42076 2.37883 -2.91534
N -1.46997 1.62283 -7.64424
H 0.34593 3.21967 -6.88026
H 1.21557 1.78176 -7.52498
H 1.24810 2.12408 -5.77674
H -0.43122 0.42716 -6.19093
H -2.30377 1.35115 -5.14865
H -1.86479 2.96712 -5.38600
H -1.92233 3.33452 -3.06761
H -0.66362 2.37256 -2.13124
H -2.15833 1.62413 -2.64236
H -2.22834 0.97165 -7.49953
H -0.93481 1.25612 -8.41834

Calculated values
multiplicity	4
Kohn-Sham gap (alpha / beta)	4.1 / 8.3	eV
LUMO (alpha / beta)	0.31 / 0.23	eV

Results of the Löwdin charge analysis, in e, for atoms 1 through 6: 0.630, 0.103, -0.853, -0.074, -0.042, 0.072

---

This record from OMol25 describes a gas-phase ion, C17H26NO5 (charge +1) at a distorted geometry. The level of theory is the ωB97M-V functional and the def2-TZVPD basis.

Element x y z (Å)
C 3.00826 -3.25312 0.31128
C 2.89239 -1.74105 0.43561
C 2.60468 -1.09560 -0.92897
N 2.55494 0.37717 -0.77889
C 2.15472 1.07725 -2.02391
C 0.62635 1.20565 -2.11643
O 0.09851 -0.09705 -2.10795
C 0.05013 2.06184 -0.97160
O 0.38334 1.47732 0.27735
C -0.57434 1.68950 1.31715
C -1.91975 1.09159 0.99744
C -3.07824 1.83594 1.14721
C -4.33433 1.30436 0.86033
C -4.37799 0.00999 0.40253
C -3.20944 -0.74254 0.23441
C -1.97294 -0.22893 0.52966
O -3.52991 -1.97667 -0.24787
C -4.94349 -2.00409 -0.33668
O -5.45139 -0.74048 0.03911
C 3.83400 0.85541 -0.21344
C 4.10163 0.14807 1.12947
C 5.44909 0.56006 1.70496
O 4.11039 -1.24608 0.94527
H 3.81967 -3.50994 -0.36312
H 3.22889 -3.67868 1.28500
H 2.08021 -3.67554 -0.06068
H 2.07214 -1.48135 1.12942
H 1.65269 -1.44110 -1.33027
H 3.41019 -1.34737 -1.62308
H 1.79449 0.60138 -0.09651
H 2.52540 0.51710 -2.88443
H 2.59383 2.07550 -2.03307
H 0.39320 1.71609 -3.06386
H -0.86187 -0.07301 -2.18894
H 0.45031 3.08305 -1.02897
H -1.03959 2.11164 -1.07835
H -0.66642 2.76273 1.51846
H -0.13266 1.20354 2.19162
H -3.01440 2.85102 1.50756
H -5.23362 1.88103 0.98917
H -1.07970 -0.81973 0.40827
H -5.34052 -2.77880 0.33705
H -5.24254 -2.23075 -1.37056
H 3.78627 1.93364 -0.05816
H 4.63901 0.62245 -0.91460
H 3.29222 0.42262 1.83076
H 5.61510 0.03461 2.63996
H 5.47559 1.62952 1.88878
H 6.24554 0.28945 1.01825

Calculated values
charge	+1
Kohn-Sham gap	8.6	eV
ΔE to the lowest compared entry with this formula, charge and spin	0.0	kJ/mol
LUMO	-2.17	eV
SMILES string	C[C@@H]1C[N@H+](C[C@@H](O)COCc2ccc3c(c2)OCO3)C[C@H](C)O1

Results of the Löwdin charge analysis, in e, for atoms 1 through 6: -0.006, -0.361, -0.052, -0.087, -0.043, -0.309

---

What did we get for total energy? Answer: -23189.14899 -40481.00570 -32083.20885 -132533.15582 -29771.82578 eV, in the order shown.